Molecular formula: C4H12BF4KO2
Method: DFT, wB97M-V/def2-TZVPD

```
! wB97M-V def2-TZVPD RIJCOSX def2/J DEFGRID3
* xyz 0 1
K -0.03860 -1.06787 -0.09601
B -2.32077 -1.20754 -0.94448
F -2.83962 -0.35385 -1.86334
F -3.26911 -2.14361 -0.61808
F -1.24212 -1.87524 -1.47621
F -1.92008 -0.57460 0.26505
C 1.86469 -1.03545 2.90439
C 1.64109 -0.01386 1.81406
O 0.25055 -0.07600 1.48762
H 2.88397 -1.40157 2.78137
H 1.24612 -1.91406 2.72133
H 1.75585 -0.66097 3.92224
H 2.20189 -0.27117 0.91551
H 1.80524 0.96442 2.26586
H -0.26777 0.14199 2.26571
C 0.16040 1.52862 -2.60938
C -0.69689 0.93922 -1.53963
O 0.12586 0.70365 -0.41616
H 0.51871 2.52848 -2.36447
H -0.42907 1.63850 -3.51962
H 0.97267 0.89655 -2.96826
H -1.29560 0.06569 -1.79770
H -1.42358 1.66635 -1.17728
H 0.31625 1.52240 0.04752
*
```

Computed properties:
Relative energy (zero: lowest compared OMol25 entry of this formula, charge and spin), eV: 9.442
Frontier orbital gap, eV: 10.0
HOMO, eV: -10.19